{
  "formula": "C3H7NOS2",
  "method": "wB97M-V/def2-TZVPD",
  "largest_force_ha_per_bohr": 0.0895,
  "relative_energy_kj_mol": 391.04,
  "lumo_ev": 0.7,
  "homo_lumo_gap_ev": 9.556,
  "spin_multiplicity": 1,
  "species": ["C", "C", "C", "N", "O", "S", "S", "H", "H", "H", "H", "H", "H", "H"],
  "coordinates": [[-1.038, 0.095, -0.304], [-0.176, 0.897, 0.737], [-0.690, -1.327, 0.088], [0.835, 1.498, 0.338], [0.440, -2.113, -2.232], [2.010, 2.375, 1.132], [0.747, -2.161, -0.780], [-2.056, 0.335, 0.019], [-0.668, 0.420, -1.310], [-0.686, 0.894, 1.690], [1.179, -0.716, -0.522], [-0.550, -1.364, 1.187], [-1.576, -1.974, -0.131], [2.228, 3.140, 0.085]],
  "mulliken_charge": [-0.607, -0.143, -0.656, -0.361, -0.553, -0.153, 0.263, 0.295, 0.324, 0.457, 0.191, 0.440, 0.353, 0.150]
}

{
  "formula": "C3H7NP2",
  "method": "wB97M-V/def2-TZVPD",
  "largest_force_ha_per_bohr": 0.0699,
  "relative_energy_kj_mol": 359.86,
  "lumo_ev": [-2.0, -2.0],
  "homo_lumo_gap_ev": [5.838, 5.689],
  "spin_multiplicity": 1,
  "species": ["C", "C", "C", "N", "P", "P", "H", "H", "H", "H", "H", "H", "H"],
  "coordinates": [[0.258, -0.891, -1.214], [0.825, -1.548, 0.033], [-0.191, 2.118, -0.076], [0.487, -0.494, 0.980], [-2.617, -0.312, -0.040], [-0.665, 0.190, -0.023], [-0.375, -1.546, -1.815], [0.352, -2.528, 0.329], [1.921, -1.700, 0.141], [-0.011, 2.302, 1.024], [-1.170, 2.619, -0.457], [0.597, 2.224, -0.880], [0.588, -0.434, 1.999]],
  "mulliken_charge": [-0.566, -0.250, -0.922, -0.314, -0.043, 0.252, 0.254, 0.203, 0.258, 0.329, 0.288, 0.283, 0.229]
}

{
  "formula": "C3H7NS",
  "method": "wB97M-V/def2-TZVPD",
  "smiles": "N[C@H]1C[C@H]1S",
  "largest_force_ha_per_bohr": 0.0865,
  "relative_energy_kj_mol": 179.72,
  "lumo_ev": 0.9,
  "homo_lumo_gap_ev": 9.790,
  "spin_multiplicity": 1,
  "species": ["N", "C", "C", "C", "S", "H", "H", "H", "H", "H", "H", "H"],
  "coordinates": [[-0.578, 1.249, 1.296], [-0.770, -0.051, 0.567], [-0.519, -0.071, -1.140], [0.244, -0.828, -0.002], [2.005, -0.421, 0.164], [0.274, 1.156, 1.890], [-0.262, 1.909, 0.559], [-1.641, -0.619, 0.881], [-1.376, -0.461, -1.663], [-0.007, 0.772, -1.539], [0.292, -1.911, 0.060], [2.340, -0.724, -1.073]],
  "mulliken_charge": [-0.657, -0.199, -0.794, -0.073, -0.259, 0.281, 0.318, 0.321, 0.262, 0.321, 0.360, 0.118]
}

{
  "formula": "C3H7NS",
  "method": "wB97M-V/def2-TZVPD",
  "smiles": "C/C=N/SC",
  "largest_force_ha_per_bohr": 0.0673,
  "relative_energy_kj_mol": 149.51,
  "lumo_ev": 1.1,
  "homo_lumo_gap_ev": 9.270,
  "spin_multiplicity": 1,
  "species": ["C", "C", "N", "S", "C", "H", "H", "H", "H", "H", "H", "H"],
  "coordinates": [[-2.237, -0.486, -0.099], [-0.860, -1.046, 0.080], [0.171, -0.345, -0.243], [1.779, -0.863, -0.034], [2.779, 0.663, 0.293], [-2.328, -0.314, -1.089], [-3.080, -1.178, 0.257], [-2.078, 0.470, 0.407], [-0.665, -1.969, 0.544], [2.315, 1.511, -0.178], [3.786, 0.435, -0.132], [3.168, 0.732, 1.293]],
  "mulliken_charge": [-0.838, -0.011, -0.441, -0.020, -0.791, 0.277, 0.258, 0.266, 0.447, 0.287, 0.267, 0.298]
}

{
  "formula": "C3H7NS",
  "method": "wB97M-V/def2-TZVPD",
  "largest_force_ha_per_bohr": 0.1033,
  "relative_energy_kj_mol": 319.99,
  "lumo_ev": 0.9,
  "homo_lumo_gap_ev": 9.560,
  "spin_multiplicity": 1,
  "species": ["C", "C", "C", "H", "H", "H", "H", "H", "H", "H", "N", "S"],
  "coordinates": [[2.162, -0.582, 0.024], [0.792, -0.024, 0.057], [0.415, 1.529, 0.008], [2.064, -1.596, -0.345], [2.812, -0.098, -0.890], [3.026, -0.452, 0.746], [-0.659, 1.522, -0.759], [0.230, 1.904, 1.217], [1.351, 1.971, -0.632], [-2.146, -1.447, -0.074], [-0.173, -0.818, 0.057], [-1.605, -0.101, -0.013]],
  "mulliken_charge": [-1.017, 0.657, -0.816, 0.335, 0.209, 0.269, 0.291, 0.281, 0.274, 0.151, -0.424, -0.210]
}

{
  "formula": "C3H7NS",
  "method": "wB97M-V/def2-TZVPD",
  "smiles": "CNCC=S",
  "largest_force_ha_per_bohr": 0.0430,
  "relative_energy_kj_mol": 185.73,
  "lumo_ev": -0.3,
  "homo_lumo_gap_ev": 8.290,
  "spin_multiplicity": 1,
  "species": ["C", "N", "C", "C", "S", "H", "H", "H", "H", "H", "H", "H"],
  "coordinates": [[-2.734, -0.388, -0.117], [-1.614, 0.520, -0.145], [-0.448, -0.093, 0.319], [0.888, 0.645, 0.033], [2.254, -0.257, -0.090], [-3.798, -0.032, -0.344], [-2.581, -1.314, -0.732], [-2.833, -0.747, 0.930], [-1.871, 1.452, -0.016], [-0.376, -0.676, 1.308], [-0.411, -0.954, -0.279], [0.870, 1.765, 0.173]],
  "mulliken_charge": [-0.846, -0.243, -0.424, -0.208, -0.212, 0.292, 0.255, 0.306, 0.222, 0.306, 0.307, 0.245]
}

{
  "formula": "C3H7NS",
  "method": "wB97M-V/def2-TZVPD",
  "smiles": "C=CN=C.S",
  "largest_force_ha_per_bohr": 0.1039,
  "relative_energy_kj_mol": 227.64,
  "lumo_ev": 0.7,
  "homo_lumo_gap_ev": 9.737,
  "spin_multiplicity": 1,
  "species": ["C", "C", "N", "C", "H", "H", "H", "H", "H", "S", "H", "H"],
  "coordinates": [[1.010, -1.177, -0.777], [1.701, -0.357, 0.014], [1.344, 1.005, 0.209], [0.324, 1.335, 0.802], [1.456, -2.066, -1.162], [-0.001, -0.946, -0.989], [2.704, -0.351, 0.171], [-0.045, 2.257, 1.095], [-0.407, 0.514, 1.211], [-2.672, -0.749, -0.154], [-2.587, 0.327, 0.739], [-2.826, 0.209, -1.159]],
  "mulliken_charge": [-0.443, -0.180, -0.436, -0.084, 0.272, 0.116, 0.378, 0.317, 0.094, -0.382, 0.155, 0.192]
}

{
  "formula": "C3H7NS2",
  "method": "wB97M-V/def2-TZVPD",
  "largest_force_ha_per_bohr": 0.0914,
  "relative_energy_kj_mol": 504.56,
  "lumo_ev": 0.0,
  "homo_lumo_gap_ev": 8.680,
  "spin_multiplicity": 1,
  "species": ["C", "C", "C", "H", "H", "H", "H", "H", "H", "H", "N", "S", "S"],
  "coordinates": [[1.611, 0.225, 0.794], [0.594, 0.521, -0.315], [-3.270, -0.432, -0.270], [4.576, -0.428, -0.331], [2.147, 1.248, 1.055], [1.194, -0.358, 1.674], [0.936, 0.566, -1.320], [0.003, 1.354, -0.078], [-4.042, 0.264, -0.772], [-3.770, -1.481, 0.385], [-2.073, 0.028, -0.598], [2.862, -0.695, -0.477], [-0.767, -0.812, 0.253]],
  "mulliken_charge": [-0.480, -0.814, -0.219, 0.135, 0.287, 0.377, 0.501, 0.381, 0.246, 0.191, -0.310, -0.276, -0.020]
}

{
  "formula": "C3H7NS3",
  "method": "wB97M-V/def2-TZVPD",
  "smiles": "NC[C@H](S)C(=S)S",
  "largest_force_ha_per_bohr": 0.1044,
  "relative_energy_kj_mol": 141.26,
  "lumo_ev": -0.5,
  "homo_lumo_gap_ev": 8.322,
  "spin_multiplicity": 1,
  "species": ["N", "C", "C", "S", "C", "S", "S", "H", "H", "H", "H", "H", "H", "H"],
  "coordinates": [[1.535, 0.967, -0.419], [0.972, 0.238, 0.720], [-0.173, -0.689, 0.193], [0.695, -1.821, -0.906], [-1.480, -0.111, -0.220], [-1.894, 1.373, -0.768], [-2.660, -1.343, 0.004], [1.053, 1.962, -0.414], [2.499, 1.304, 0.005], [1.789, -0.255, 1.125], [0.607, 0.894, 1.563], [-0.413, -1.379, 1.029], [1.019, -0.722, -1.682], [-3.549, -0.417, -0.231]],
  "mulliken_charge": [-0.603, -0.756, -0.434, -0.161, 0.438, -0.272, -0.142, 0.256, 0.273, 0.426, 0.337, 0.313, 0.195, 0.131]
}

{
  "formula": "C3H7NS3",
  "method": "wB97M-V/def2-TZVPD",
  "largest_force_ha_per_bohr": 0.1123,
  "relative_energy_kj_mol": 579.38,
  "lumo_ev": -0.6,
  "homo_lumo_gap_ev": 7.870,
  "spin_multiplicity": 1,
  "species": ["C", "C", "C", "H", "H", "H", "H", "H", "H", "H", "N", "S", "S", "S"],
  "coordinates": [[1.748, 0.309, -0.050], [-0.624, -0.534, -0.668], [-1.650, -0.554, 0.664], [3.609, 1.362, -0.023], [3.955, -0.440, -0.746], [-1.161, -1.038, -1.570], [-0.397, 0.701, -0.740], [-2.073, -1.783, 0.779], [-1.109, -0.004, 1.806], [-4.001, 0.449, 1.007], [3.173, 0.371, -0.002], [0.810, 1.838, -0.033], [0.896, -1.294, -0.113], [-3.174, 0.617, -0.310]],
  "mulliken_charge": [0.340, -0.685, -0.434, 0.293, 0.331, 0.410, 0.277, 0.297, 0.293, 0.157, -0.560, -0.384, -0.110, -0.226]
}

{
  "formula": "C3H7NS4",
  "method": "wB97M-V/def2-TZVPD",
  "largest_force_ha_per_bohr": 0.0633,
  "relative_energy_kj_mol": 255.63,
  "lumo_ev": [0.4, 0.4],
  "homo_lumo_gap_ev": [8.409, 8.408],
  "spin_multiplicity": 1,
  "species": ["C", "C", "C", "N", "S", "S", "S", "S", "H", "H", "H", "H", "H", "H", "H"],
  "coordinates": [[1.459, -0.505, -0.330], [0.567, -1.760, -0.160], [-1.077, 0.280, -0.114], [0.858, 0.598, 0.384], [-1.142, -1.361, -0.719], [-1.804, 0.519, 1.605], [-1.543, 1.493, -1.371], [1.280, 2.176, -0.034], [2.508, -0.589, 0.262], [1.485, -0.381, -1.419], [1.044, -2.488, -0.772], [0.728, -2.056, 0.931], [-2.230, -0.667, 1.568], [-2.455, 2.182, -0.591], [0.323, 2.558, 0.760]],
  "mulliken_charge": [-0.567, -0.604, -0.114, -0.253, -0.106, -0.062, -0.080, -0.111, 0.338, 0.399, 0.431, 0.282, 0.141, 0.171, 0.134]
}

{
  "formula": "C3H7NSi",
  "method": "wB97M-V/def2-TZVPD",
  "largest_force_ha_per_bohr": 0.0630,
  "relative_energy_kj_mol": 281.97,
  "lumo_ev": -0.5,
  "homo_lumo_gap_ev": 7.841,
  "spin_multiplicity": 1,
  "species": ["C", "C", "C", "N", "Si", "H", "H", "H", "H", "H", "H", "H"],
  "coordinates": [[3.636, -0.108, -0.423], [0.260, 0.818, -0.238], [-1.799, -1.236, 0.462], [3.726, -0.572, 0.630], [-0.334, -1.095, -0.892], [3.570, 0.241, -1.382], [-0.385, 1.110, 0.578], [1.352, 0.635, 0.117], [0.214, 1.413, -1.168], [-2.375, -0.322, 0.615], [-2.702, -1.839, 0.067], [-1.424, -1.885, 1.350]],
  "mulliken_charge": [0.075, -0.849, -1.065, -0.357, 0.306, 0.318, 0.337, 0.034, 0.274, 0.348, 0.311, 0.267]
}

{
  "formula": "C3H7O",
  "method": "wB97M-V/def2-TZVPD",
  "largest_force_ha_per_bohr": 0.0493,
  "relative_energy_kj_mol": 144.94,
  "charge": -1,
  "lumo_ev": 4.8,
  "homo_lumo_gap_ev": 6.477,
  "spin_multiplicity": 1,
  "species": ["O", "H", "C", "C", "C", "H", "H", "H", "H", "H", "H"],
  "coordinates": [[-0.650, 2.418, -1.183], [-1.070, 2.682, -0.342], [0.680, 0.156, -0.441], [0.047, -0.556, 0.633], [-0.205, -1.888, 0.702], [1.515, 0.851, -0.265], [-0.231, 1.455, -0.777], [0.581, -0.318, -1.395], [0.025, 0.050, 1.545], [-0.965, -2.210, 1.457], [0.272, -2.640, 0.065]],
  "mulliken_charge": [-0.908, 0.290, -1.384, 0.078, -0.741, 0.283, 0.307, 0.325, 0.261, 0.187, 0.303]
}

{
  "formula": "C3H7O2",
  "method": "wB97M-V/def2-TZVPD",
  "largest_force_ha_per_bohr": 0.0278,
  "relative_energy_kj_mol": 306.89,
  "charge": -1,
  "lumo_ev": 4.2,
  "homo_lumo_gap_ev": 6.597,
  "spin_multiplicity": 1,
  "species": ["C", "O", "H", "H", "H", "C", "C", "O", "H", "H", "H", "H"],
  "coordinates": [[-1.695, -1.021, 0.463], [-2.101, -2.127, 0.209], [-2.209, -0.084, 0.189], [-0.801, -0.790, 1.058], [3.547, 1.338, -4.010], [1.655, 0.183, -0.434], [1.126, 1.225, 0.292], [-0.116, 1.340, 0.603], [2.679, 0.143, -0.791], [0.980, -0.583, -0.798], [1.798, 2.030, 0.611], [3.990, 1.437, -4.597]],
  "mulliken_charge": [-0.003, -0.505, 0.222, 0.230, -0.115, -0.930, 0.018, -0.757, 0.295, 0.117, 0.326, 0.102]
}

{
  "formula": "C3H7O2",
  "method": "wB97M-V/def2-TZVPD",
  "largest_force_ha_per_bohr": 0.0306,
  "relative_energy_kj_mol": 358.42,
  "charge": -1,
  "lumo_ev": 3.8,
  "homo_lumo_gap_ev": 6.103,
  "spin_multiplicity": 1,
  "species": ["C", "O", "H", "H", "H", "C", "C", "O", "H", "H", "H", "H"],
  "coordinates": [[-0.345, -1.711, -0.205], [-0.152, -2.823, -0.609], [-0.080, -0.868, -0.856], [-0.747, -1.393, 0.768], [5.461, -1.626, -3.245], [-0.490, 1.741, -0.626], [-0.519, 1.503, 0.738], [0.233, 1.893, 1.666], [-1.415, 1.568, -1.174], [0.375, 1.743, -1.281], [-1.380, 0.883, 1.141], [4.957, -1.766, -2.704]],
  "mulliken_charge": [0.072, -0.479, 0.167, 0.172, 0.022, -1.069, 0.018, -0.672, 0.189, 0.283, 0.318, -0.022]
}

{
  "formula": "C3H7O2P",
  "method": "wB97M-V/def2-TZVPD",
  "largest_force_ha_per_bohr": 0.0666,
  "relative_energy_kj_mol": 490.63,
  "lumo_ev": [0.8, 0.4],
  "homo_lumo_gap_ev": [8.228, 7.737],
  "spin_multiplicity": 1,
  "species": ["C", "C", "C", "O", "O", "P", "H", "H", "H", "H", "H", "H", "H"],
  "coordinates": [[1.466, 0.282, -0.840], [-0.437, -1.220, 0.485], [1.534, 1.732, -1.046], [0.300, -0.239, -0.224], [-2.577, -1.860, 1.796], [-2.024, -0.530, 0.918], [2.253, -0.338, -1.258], [-0.198, -2.264, 0.275], [1.365, 1.998, -2.067], [2.557, 2.170, -0.734], [0.712, 2.180, -0.592], [-3.344, -2.130, 1.258], [-1.609, 0.219, 2.028]],
  "mulliken_charge": [-0.117, -0.165, -0.954, -0.238, -0.504, 0.065, 0.402, 0.320, 0.275, 0.251, 0.319, 0.330, 0.016]
}

{
  "formula": "C3H7O2S",
  "method": "wB97M-V/def2-TZVPD",
  "largest_force_ha_per_bohr": 0.0272,
  "relative_energy_kj_mol": 61.38,
  "charge": -1,
  "lumo_ev": 3.4,
  "homo_lumo_gap_ev": 7.529,
  "spin_multiplicity": 1,
  "species": ["C", "S", "C", "H", "H", "H", "H", "H", "H", "O", "C", "O", "H"],
  "coordinates": [[-0.194, 0.700, -0.914], [0.150, -0.622, -2.119], [0.894, -1.832, -0.950], [0.715, 1.037, -0.442], [-0.954, 0.348, -0.244], [-0.558, 1.547, -1.504], [1.117, -1.258, -0.066], [0.246, -2.685, -0.811], [1.883, -2.097, -1.332], [-0.041, -0.191, 1.952], [-0.526, 0.826, 2.499], [-0.402, 2.024, 2.182], [-1.190, 0.597, 3.383]],
  "mulliken_charge": [-0.801, -0.178, -0.627, 0.322, 0.233, 0.331, 0.183, 0.227, 0.281, -0.583, -0.088, -0.649, 0.349]
}

{
  "formula": "C3H7O2S",
  "method": "wB97M-V/def2-TZVPD",
  "largest_force_ha_per_bohr": 0.0225,
  "relative_energy_kj_mol": 83.89,
  "charge": -1,
  "lumo_ev": 4.0,
  "homo_lumo_gap_ev": 7.077,
  "spin_multiplicity": 1,
  "species": ["O", "C", "C", "C", "S", "H", "H", "H", "H", "H", "H", "H", "O"],
  "coordinates": [[-1.087, 0.810, -2.214], [-0.329, 0.165, -1.525], [0.936, 0.713, -0.906], [0.860, 0.392, 0.605], [1.232, -1.336, 0.969], [-0.529, -0.865, -1.185], [0.895, 1.793, -1.102], [1.804, 0.180, -1.285], [-0.128, 0.658, 0.963], [1.520, 1.120, 1.091], [-1.122, -1.652, 1.783], [-2.000, -0.576, 1.150], [-2.052, -1.401, 1.655]],
  "mulliken_charge": [-0.568, 0.032, -0.462, -0.762, -0.607, 0.402, 0.274, 0.303, 0.186, 0.253, 0.281, 0.305, -0.635]
}